P | The following is a quantum chemistry calculation of an isolated molecule of C18H14N2O5, from the Open Molecules 2025 dataset.

```
39
Properties=species:S:1:pos:R:3:lowdin_charge:R:1
C 2.721 -2.813 -3.596 -0.030
O 2.863 -2.036 -2.357 -0.093
C 1.705 -1.483 -1.893 -0.219
C 0.771 -0.795 -2.703 0.091
C -0.487 -0.426 -2.228 -0.106
C -0.767 -0.383 -0.895 -0.118
C 0.189 -1.008 -0.025 0.101
C 1.466 -1.464 -0.517 -0.185
O 2.359 -1.785 0.500 -0.106
C 2.843 -3.157 0.559 -0.029
C -2.079 0.269 -0.597 -0.154
N -1.774 1.506 0.163 -0.028
N -1.118 2.439 -0.612 0.153
C -0.135 3.094 -0.065 -0.016
C 0.232 2.972 1.333 -0.361
O 1.119 3.743 1.679 0.069
C -0.651 2.276 2.239 -0.110
C -0.705 2.504 3.575 -0.002
C -1.797 2.026 4.313 -0.079
C -2.799 1.328 3.690 -0.066
C -2.714 0.976 2.314 -0.006
C -1.664 1.506 1.583 -0.133
O -2.542 0.629 -1.918 0.106
C -1.673 0.173 -2.842 -0.402
O -1.842 -0.101 -4.021 0.126
H 2.631 -2.057 -4.420 0.093
H 1.693 -3.282 -3.563 0.111
H 3.465 -3.543 -3.850 0.077
H 1.019 -0.466 -3.726 0.144
H 0.132 -0.674 1.086 0.152
H 3.300 -3.314 1.551 0.098
H 1.954 -3.749 0.608 0.083
H 3.520 -3.304 -0.253 0.075
H -2.715 -0.326 0.010 0.150
H 0.548 3.754 -0.585 0.128
H 0.180 3.025 4.029 0.147
H -1.853 2.175 5.395 0.110
H -3.773 1.087 4.186 0.123
H -3.621 0.687 1.850 0.104
```

Values from the calculation:
Structure (SMILES): COc1cc2c(cc1OC)[C@@H](n1ncc(=O)c3ccccc31)OC2=O
Highest occupied orbital energy, Eh: -0.3188
Kohn-Sham gap, eV: 8.22
Spin multiplicity: 1

***

Q | The following is a quantum chemistry calculation of a cluster of 3 separate species, C18H14N2O5 in total, from the Open Molecules 2025 dataset.

```
39
Properties=species:S:1:pos:R:3:lowdin_charge:R:1
N -0.341 0.467 0.205 0.177
C 0.183 1.022 -0.654 -0.179
C 1.025 1.589 -1.724 -0.107
C 2.312 0.730 -1.811 -0.287
C 3.404 1.478 -2.460 -0.183
N 4.193 1.986 -3.125 0.179
C 2.024 -0.636 -2.504 -0.095
C 2.296 -0.612 -4.001 -0.255
O 1.396 -0.524 -4.794 0.068
H 0.498 1.610 -2.674 0.134
H 1.301 2.588 -1.383 0.124
H 2.599 0.505 -0.784 0.143
H 0.977 -0.878 -2.340 0.112
H 2.658 -1.384 -2.026 0.127
H 3.341 -0.689 -4.351 0.128
O -0.690 -3.644 -2.041 0.097
C -1.805 -3.542 -1.574 -0.386
C -2.918 -4.406 -2.038 0.019
C -4.140 -4.288 -1.526 0.021
C -4.442 -3.289 -0.470 -0.387
O -5.555 -3.185 -0.004 0.107
C -3.327 -2.426 -0.007 0.024
C -2.105 -2.545 -0.519 0.014
H -2.678 -5.127 -2.809 0.121
H -4.967 -4.907 -1.850 0.122
H -3.566 -1.702 0.762 0.122
H -1.279 -1.924 -0.197 0.087
O 1.797 2.774 1.436 0.085
C 1.339 2.796 2.563 -0.371
C 0.249 1.876 2.968 0.017
C -0.250 1.904 4.202 0.026
C 0.262 2.853 5.220 -0.387
O -0.190 2.878 6.344 0.109
C 1.354 3.773 4.811 0.023
C 1.854 3.746 3.578 0.019
H -0.104 1.194 2.200 0.065
H -1.046 1.242 4.520 0.123
H 1.714 4.458 5.568 0.122
H 2.650 4.407 3.260 0.121
```

Values from the calculation:
Structure (SMILES): N#CC[C@H](C#N)CC=O.O=C1C=CC(=O)C=C1.O=C1C=CC(=O)C=C1
Highest occupied orbital energy, Eh: -0.3797
Kohn-Sham gap, eV: 8.68
Spin multiplicity: 1

***

Which is most stable? The ranking, best first, is Q, P.

***

P | The following is a quantum chemistry calculation of a structure of composition C45H63BBaN6O2S3, from the Open Molecules 2025 dataset.

```
121
Properties=species:S:1:pos:R:3:lowdin_charge:R:1
Ba -0.392 -0.174 0.538 1.849
C -1.370 -1.452 3.106 -0.133
C -0.986 -0.178 3.614 -0.208
C -1.887 0.782 3.038 -0.221
C -2.770 0.056 2.199 -0.181
C -2.461 -1.316 2.239 -0.370
C -3.210 -2.417 1.507 -0.562
C -4.662 -2.462 2.000 -0.045
C -3.221 -2.156 -0.008 -0.069
C -2.557 -3.777 1.756 -0.053
C -1.979 2.311 3.135 -0.525
C -0.820 2.982 2.384 -0.064
C -2.036 2.840 4.572 -0.053
C -3.266 2.803 2.454 -0.067
C 0.056 -0.099 4.740 -0.526
C 0.837 -1.419 4.841 -0.085
C -0.637 0.076 6.103 -0.041
C 1.110 0.998 4.539 -0.051
H -0.893 -2.386 3.358 0.093
H -3.590 0.486 1.639 0.098
H -5.166 -1.514 1.805 0.082
H -4.688 -2.638 3.076 0.091
H -5.222 -3.259 1.500 0.080
H -3.614 -1.159 -0.230 0.079
H -3.856 -2.880 -0.529 0.087
H -2.222 -2.240 -0.451 0.034
H -2.574 -4.028 2.818 0.090
H -1.514 -3.777 1.428 0.066
H -3.090 -4.562 1.213 0.085
H 0.158 2.641 2.722 0.062
H -0.854 4.068 2.504 0.094
H -0.895 2.789 1.313 0.036
H -1.097 2.715 5.103 0.053
H -2.821 2.338 5.141 0.092
H -2.257 3.910 4.558 0.082
H -3.274 2.567 1.389 0.068
H -3.326 3.890 2.544 0.085
H -4.155 2.370 2.917 0.092
H 0.191 -2.246 5.137 0.081
H 1.613 -1.320 5.603 0.085
H 1.323 -1.673 3.899 0.007
H -1.327 -0.754 6.270 0.090
H -1.205 0.998 6.177 0.052
H 0.106 0.066 6.907 0.082
H 1.609 0.874 3.573 0.072
H 1.871 0.928 5.321 0.083
H 0.694 2.001 4.578 0.054
O -0.507 -0.622 -2.193 -0.684
S -0.988 -0.689 -3.604 0.992
C -0.770 -2.440 -4.027 -0.307
C 0.622 -2.932 -3.654 -0.230
C 0.660 -4.411 -3.265 -0.215
C 0.147 -4.716 -1.861 -0.295
S 1.066 -4.066 -0.413 0.969
O 0.630 -2.645 -0.239 -0.714
C 2.711 -4.012 -1.113 -0.408
C 3.234 -2.804 -1.542 -0.095
C 4.511 -2.778 -2.083 -0.060
C 5.247 -3.951 -2.187 -0.088
C 4.719 -5.152 -1.733 -0.070
C 3.447 -5.185 -1.182 -0.078
C 0.331 -0.020 -4.605 -0.379
C 1.438 0.518 -3.975 -0.050
C 2.458 1.045 -4.759 -0.057
C 2.356 1.034 -6.142 -0.074
C 1.225 0.509 -6.758 -0.077
C 0.200 -0.014 -5.987 -0.087
H -1.009 -2.565 -5.085 0.095
H -1.553 -2.931 -3.443 0.089
H 0.975 -2.332 -2.815 0.071
H 1.304 -2.753 -4.486 0.125
H 1.683 -4.779 -3.356 0.105
H 0.063 -4.999 -3.969 0.121
H 0.094 -5.794 -1.696 0.091
H -0.853 -4.312 -1.682 0.085
H 2.649 -1.900 -1.429 0.089
H 4.927 -1.838 -2.423 0.107
H 6.239 -3.929 -2.621 0.103
H 5.303 -6.061 -1.794 0.107
H 3.036 -6.114 -0.803 0.116
H 1.491 0.537 -2.892 0.093
H 3.328 1.470 -4.276 0.096
H 3.153 1.448 -6.745 0.104
H 1.139 0.518 -7.836 0.106
H -0.694 -0.406 -6.459 0.111
B 0.903 3.837 -0.788 -0.408
N -0.499 3.367 -1.307 -0.089
C -1.416 4.142 -1.906 -0.097
C -2.571 3.402 -2.089 -0.070
C -2.243 2.148 -1.567 -0.206
N -0.999 2.140 -1.089 -0.074
N 1.929 2.665 -0.892 -0.084
C 3.071 2.657 -1.596 -0.109
C 3.747 1.471 -1.340 -0.096
C 2.905 0.811 -0.438 -0.231
N 1.823 1.539 -0.164 -0.045
H 0.822 4.177 0.367 0.060
H 1.294 4.724 -1.508 0.067
H -1.182 5.162 -2.162 0.115
H -3.495 3.720 -2.540 0.085
H -2.848 1.253 -1.512 0.092
H 3.320 3.496 -2.225 0.118
H 4.690 1.139 -1.742 0.090
H 3.018 -0.164 0.016 0.028
C 6.220 1.852 1.496 0.004
C 6.116 0.367 1.410 -0.273
C 7.109 -0.479 1.011 0.020
C 6.819 -1.862 0.979 -0.311
N 5.643 -2.363 1.287 0.116
C 4.639 -1.531 1.653 -0.805
S 3.066 -2.013 1.902 0.716
N 4.934 -0.183 1.753 0.098
C 7.872 -2.852 0.586 -0.016
H 7.193 2.188 1.149 0.087
H 6.080 2.181 2.527 0.098
H 5.442 2.307 0.880 0.081
H 8.081 -0.099 0.737 0.115
H 4.153 0.409 2.009 0.133
H 8.841 -2.383 0.427 0.077
H 7.556 -3.353 -0.330 0.070
H 7.957 -3.618 1.356 0.091
```

Values from the calculation:
Highest occupied orbital energy, Eh: -0.2413
Kohn-Sham gap, eV: 6.59
Spin multiplicity: 1

***

Q | The following is a quantum chemistry calculation of a structure of composition C45H63BBaN6O2S3, from the Open Molecules 2025 dataset.

```
121
Properties=species:S:1:pos:R:3:lowdin_charge:R:1
Ba -0.108 0.330 -0.469 1.894
C 1.972 -1.686 2.367 -0.044
C 2.746 -0.636 1.836 -0.157
C 2.755 -0.787 0.399 -0.241
C 1.943 -1.935 0.131 -0.197
C 1.485 -2.500 1.328 -0.239
C 0.636 -3.740 1.538 -0.557
C 0.176 -4.328 0.205 -0.055
C 1.464 -4.791 2.288 -0.052
C -0.596 -3.403 2.387 -0.057
C 3.882 -0.531 -0.648 -0.533
C 5.026 -1.531 -0.394 -0.044
C 3.344 -0.787 -2.067 -0.077
C 4.516 0.862 -0.698 -0.059
C 3.254 0.477 2.775 -0.524
C 2.896 1.894 2.288 -0.050
C 4.765 0.361 3.033 -0.053
C 2.565 0.360 4.147 -0.082
H 1.733 -1.824 3.420 0.093
H 1.941 -2.446 -0.828 0.075
H 1.031 -4.602 -0.424 0.086
H -0.443 -3.610 -0.349 0.072
H -0.421 -5.237 0.378 0.073
H 2.352 -5.063 1.707 0.086
H 0.872 -5.702 2.470 0.074
H 1.803 -4.400 3.253 0.080
H -1.242 -2.686 1.875 0.031
H -0.292 -2.962 3.344 0.080
H -1.191 -4.301 2.598 0.064
H 4.632 -2.553 -0.395 0.087
H 5.481 -1.354 0.584 0.076
H 5.810 -1.453 -1.165 0.082
H 3.116 -1.841 -2.240 0.068
H 4.093 -0.492 -2.808 0.085
H 2.435 -0.201 -2.264 0.060
H 5.006 1.133 0.233 0.057
H 3.764 1.625 -0.938 0.060
H 5.280 0.887 -1.484 0.083
H 3.375 2.165 1.359 0.054
H 3.182 2.640 3.046 0.085
H 1.812 1.957 2.136 0.029
H 5.361 0.514 2.128 0.055
H 4.999 -0.637 3.421 0.088
H 5.089 1.104 3.777 0.080
H 1.475 0.326 4.038 0.081
H 2.828 1.228 4.764 0.080
H 2.884 -0.539 4.685 0.082
O -0.403 1.665 1.405 -0.849
S -0.578 3.038 2.053 1.041
C -1.388 4.020 0.779 -0.297
C -0.318 4.775 -0.028 -0.225
C -0.809 5.232 -1.408 -0.199
C -1.089 4.115 -2.424 -0.310
S 0.265 2.987 -2.840 1.040
O 0.547 2.177 -1.566 -0.878
C 1.574 4.202 -2.924 -0.389
C 1.571 5.132 -3.962 -0.086
C 2.602 6.056 -4.043 -0.073
C 3.633 6.035 -3.105 -0.073
C 3.635 5.087 -2.089 -0.052
C 2.601 4.159 -1.995 -0.070
C -1.924 2.835 3.203 -0.380
C -2.345 1.545 3.490 -0.074
C -3.372 1.364 4.409 -0.052
C -3.948 2.462 5.034 -0.070
C -3.497 3.750 4.752 -0.073
C -2.474 3.942 3.839 -0.089
H -2.114 4.689 1.245 0.100
H -1.913 3.267 0.184 0.067
H 0.552 4.133 -0.163 0.078
H 0.021 5.638 0.545 0.120
H -0.076 5.925 -1.822 0.106
H -1.740 5.790 -1.295 0.122
H -1.392 4.512 -3.400 0.102
H -1.882 3.431 -2.099 0.068
H 0.772 5.134 -4.702 0.118
H 2.604 6.791 -4.841 0.109
H 4.441 6.756 -3.177 0.107
H 4.444 5.059 -1.367 0.113
H 2.591 3.409 -1.213 0.088
H -1.879 0.699 2.999 0.112
H -3.718 0.360 4.632 0.116
H -4.744 2.318 5.754 0.106
H -3.946 4.605 5.244 0.107
H -2.104 4.944 3.634 0.113
B -2.688 0.913 -3.525 -0.418
N -3.352 0.974 -2.111 -0.084
C -4.678 0.956 -1.874 -0.102
C -4.894 1.167 -0.527 -0.086
C -3.607 1.293 0.009 -0.244
N -2.669 1.194 -0.944 -0.102
N -1.745 -0.328 -3.717 -0.091
C -1.660 -1.072 -4.836 -0.105
C -0.571 -1.919 -4.724 -0.076
C -0.035 -1.624 -3.463 -0.175
N -0.739 -0.657 -2.859 -0.119
H -3.575 0.833 -4.349 0.075
H -2.029 1.917 -3.699 0.040
H -5.377 0.802 -2.685 0.118
H -5.839 1.194 -0.005 0.094
H -3.323 1.444 1.043 0.087
H -2.375 -0.940 -5.640 0.116
H -0.216 -2.639 -5.448 0.086
H 0.820 -2.068 -2.962 0.088
C -3.277 -5.755 -2.934 -0.003
C -3.279 -5.387 -1.482 -0.279
C -3.236 -6.270 -0.456 0.009
C -3.237 -5.745 0.860 -0.319
N -3.299 -4.456 1.125 0.115
C -3.342 -3.553 0.095 -0.821
S -3.393 -1.891 0.253 0.674
N -3.316 -4.074 -1.180 0.095
C -3.138 -6.677 2.030 -0.024
H -3.452 -6.821 -3.055 0.084
H -2.311 -5.508 -3.384 0.095
H -4.049 -5.204 -3.474 0.091
H -3.204 -7.337 -0.641 0.121
H -3.322 -3.379 -1.913 0.134
H -3.731 -7.580 1.871 0.081
H -3.459 -6.167 2.937 0.084
H -2.093 -6.981 2.159 0.088
```

Values from the calculation:
Highest occupied orbital energy, Eh: -0.2097
Kohn-Sham gap, eV: 5.85
Spin multiplicity: 1

***

Which is most stable? The ranking, best first, is P, Q.